{
  "formula": "C9H11ClO4S",
  "method": "wB97M-V/def2-TZVPD",
  "charge": 0,
  "spin_multiplicity": 1,
  "lumo_ev": -0.92,
  "de_lowest_kj_mol": 0.0,
  "gap_ev": 8.52,
  "elements": ["C", "C", "C", "C", "C", "C", "C", "C", "C", "O", "O", "O", "O", "S", "Cl", "H", "H", "H", "H", "H", "H", "H", "H", "H", "H", "H"],
  "xyz": [[3.4616, -1.6146, -0.2654], [3.3578, -0.3506, -0.8217], [2.3334, -2.2505, 0.2264], [2.1305, 0.2849, -0.8800], [1.1012, -1.6257, 0.1611], [1.0009, -0.3499, -0.3807], [-1.3816, 2.4260, -0.8359], [-1.0604, 0.2459, 1.7685], [-0.3471, 0.3125, -0.4989], [-4.4705, -1.4591, 1.1575], [-4.4031, 0.8682, 0.4582], [-0.2094, 1.6618, -0.5663], [-1.3108, -0.1227, 0.4161], [-4.4115, -0.5183, 0.0737], [-1.0690, -0.3349, -2.0653], [4.4203, -2.1083, -0.2201], [4.2360, 0.1381, -1.2169], [2.4077, -3.2378, 0.6566], [2.0309, 1.2676, -1.3114], [0.2149, -2.1270, 0.5190], [-1.1141, 3.4529, -0.5971], [-2.2276, 2.1031, -0.2233], [-1.6456, 2.3428, -1.8928], [-0.1761, -0.2658, 2.1581], [-1.9477, -0.0642, 2.3164], [-0.9208, 1.3253, 1.8644]],
  "forces_ev_per_a": [[0.049, -0.038, 0.010], [0.062, -0.004, -0.027], [-0.028, -0.025, 0.002], [-0.147, -0.011, 0.113], [-0.040, 0.150, -0.029], [0.103, 0.066, 0.200], [-0.182, 0.063, -0.005], [0.077, 0.100, 0.125], [-0.509, -0.476, -0.365], [0.053, -0.022, -0.505], [-0.006, -0.327, -0.466], [0.213, 0.033, 0.219], [0.185, 0.092, -0.019], [0.121, 0.384, 0.954], [-0.117, -0.003, -0.313], [0.101, -0.041, 0.005], [0.065, 0.054, -0.021], [0.029, -0.092, 0.026], [0.047, 0.096, -0.042], [-0.106, -0.030, 0.039], [-0.063, -0.032, -0.023], [0.120, 0.039, -0.049], [0.016, 0.015, 0.094], [-0.069, 0.025, 0.000], [0.068, 0.031, 0.065], [-0.041, -0.047, 0.011]]
}


{
  "formula": "CH77O41",
  "method": "wB97M-V/def2-TZVPD",
  "charge": -1,
  "spin_multiplicity": 1,
  "lumo_ev": 1.80,
  "gap_ev": 10.14,
  "elements": ["O", "C", "O", "O", "H", "O", "H", "H", "O", "H", "H", "O", "H", "H", "O", "H", "H", "O", "H", "H", "O", "H", "H", "O", "H", "H", "O", "H", "H", "O", "H", "H", "O", "H", "H", "O", "H", "H", "O", "H", "H", "O", "H", "H", "O", "H", "H", "O", "H", "H", "O", "H", "H", "O", "H", "H", "O", "H", "H", "O", "H", "H", "O", "H", "H", "O", "H", "H", "O", "H", "H", "O", "H", "H", "O", "H", "H", "O", "H", "H", "O", "H", "H", "O", "H", "H", "O", "H", "H", "O", "H", "H", "O", "H", "H", "O", "H", "H", "O", "H", "H", "O", "H", "H", "O", "H", "H", "O", "H", "H", "O", "H", "H", "O", "H", "H", "O", "H", "H"],
  "xyz": [[0.8435, 0.7254, -0.4198], [-0.0867, -0.1764, -0.0721], [-0.6888, 0.0786, 1.0108], [-0.1838, -1.2168, -0.6933], [1.3453, 0.5745, -1.2386], [0.8848, -5.7440, -2.1545], [0.1890, -6.3550, -1.8690], [0.7805, -5.0014, -1.5506], [0.8105, -1.5773, 2.6170], [0.3306, -2.3402, 2.9898], [0.0860, -1.0146, 2.2689], [2.2382, 0.0839, -2.6400], [1.7744, -0.5334, -3.2372], [3.1564, -0.2154, -2.5345], [0.4121, 4.1578, -0.2508], [0.0231, 3.7894, -1.0730], [0.3970, 3.5158, 0.4496], [-0.7064, 0.7921, -4.6071], [0.1201, 0.5306, -5.0666], [-1.1351, -0.0482, -4.3322], [2.8026, 5.7159, -0.8063], [1.9005, 5.3602, -0.7627], [2.6961, 6.6803, -0.8361], [1.9132, -3.0224, -1.1360], [1.1026, -2.4563, -1.2862], [2.1452, -2.9340, -0.1692], [-3.8351, 2.6571, -2.4955], [-3.1033, 2.5403, -1.8911], [-3.4255, 2.9624, -3.3343], [-2.8551, -6.0938, -0.4404], [-2.2100, -5.4448, -0.7500], [-2.9273, -5.7245, 0.4717], [-4.7451, 0.7589, -0.1597], [-4.8254, 0.3381, -1.0293], [-4.5636, 1.6684, -0.4038], [-5.4033, -0.4868, 2.4592], [-5.7673, 0.1868, 3.0136], [-5.2173, -0.0579, 1.6046], [-0.3060, -2.4536, 6.3696], [0.3565, -1.7452, 6.1979], [-0.9845, -2.3252, 5.6947], [-0.3185, 3.0801, -2.8451], [-0.4654, 3.8891, -3.3968], [-0.5062, 2.3771, -3.5415], [-4.5870, 0.0589, -2.8968], [-3.8981, -0.6179, -2.9780], [-4.1292, 0.9142, -3.0100], [2.5385, 2.8803, 3.6017], [3.1596, 3.4065, 3.0949], [1.7058, 2.9071, 3.1061], [3.3579, 2.5732, -0.9131], [3.8826, 3.1605, -1.4888], [2.4164, 2.7121, -1.0942], [-4.0089, -4.1847, 1.7265], [-4.9450, -4.2179, 1.4936], [-3.7152, -3.3073, 1.4103], [-1.7795, -1.5743, -3.1865], [-1.3064, -1.5455, -2.3212], [-1.7549, -2.4574, -3.5301], [3.1136, -2.6986, 1.3528], [3.7517, -1.9630, 1.3317], [2.3086, -2.3199, 1.8048], [-0.7701, 1.7641, 4.8945], [-0.2407, 2.5550, 5.0024], [-0.0872, 1.0839, 4.8927], [-0.9865, -4.0557, 2.6839], [-1.8943, -3.8960, 3.0242], [-0.5862, -4.6056, 3.3592], [1.3921, 0.0936, 4.7957], [1.9285, 0.8292, 4.4973], [1.1975, -0.4692, 4.0315], [4.4081, 4.0152, 1.6240], [3.9501, 3.5435, 0.8807], [4.0381, 4.8839, 1.6439], [5.0197, -0.8686, -2.2014], [5.0841, -1.7750, -2.5366], [4.9305, -0.8143, -1.2526], [-0.9181, -4.0238, -0.0063], [-0.8946, -4.0029, 1.0044], [-0.9358, -3.0852, -0.2357], [1.4738, -1.1167, -5.3478], [2.4131, -0.9207, -5.3963], [1.3671, -2.0463, -5.0976], [2.5923, 2.2070, -4.8471], [2.4863, 1.4988, -4.1862], [3.5145, 2.2752, -5.0690], [-2.7298, -1.4834, 1.8566], [-3.4447, -0.8669, 2.2019], [-2.1179, -0.9278, 1.3331], [4.0488, 0.2753, 0.2780], [3.4629, 0.4338, 1.0391], [3.8457, 1.0988, -0.2525], [5.2542, 4.6030, -1.4390], [5.7281, 4.6632, -0.6091], [4.3861, 5.0195, -1.2693], [-2.3657, 2.4451, 0.3876], [-1.7417, 1.7012, 0.4683], [-1.8536, 3.2392, 0.5197], [-3.2883, 3.0474, 2.9927], [-3.0619, 2.4674, 3.7090], [-3.4402, 2.5305, 2.1903], [-2.5564, 2.9818, -4.8683], [-3.3192, 2.8819, -5.4552], [-2.0341, 2.1704, -5.0381], [1.0662, -3.5425, -4.0037], [1.4191, -3.5381, -3.0864], [0.7484, -4.4579, -4.0365], [-3.3936, 0.6881, 5.5324], [-3.6620, 0.8224, 6.4413], [-2.5631, 1.1961, 5.4712], [-2.3957, -1.8319, 4.6074], [-2.2355, -1.6837, 3.6531], [-2.9465, -1.0750, 4.9159], [0.1687, 2.6018, 1.9974], [-0.6438, 2.8172, 2.5012], [0.0478, 1.6682, 1.7333], [4.6187, -3.8267, -1.9968], [3.8058, -3.6281, -1.5209], [4.5518, -4.7820, -2.0396]],
  "forces_ev_per_a": [[-0.382, 1.374, 0.826], [1.506, 0.523, 0.888], [-0.420, 0.919, 0.214], [-0.840, -1.847, -1.808], [-0.040, -0.927, -0.523], [-0.377, -0.460, -0.131], [0.213, 0.138, -0.107], [0.099, 0.348, 0.427], [-0.514, -0.182, 0.515], [0.123, 0.060, -0.187], [0.259, -0.017, -0.437], [-0.396, 0.243, -0.573], [0.311, 0.165, 0.272], [0.256, -0.352, 0.114], [0.054, 1.243, -1.703], [0.232, -0.255, 0.614], [-0.102, -0.922, 0.781], [0.072, -0.253, -0.319], [-0.535, -0.030, 0.309], [0.346, 0.290, 0.114], [-0.093, 0.792, 0.011], [-0.196, -0.425, 0.260], [0.090, -0.460, -0.035], [-0.873, 0.373, 0.087], [1.221, -0.413, 0.717], [-0.120, 0.050, -0.958], [-0.300, 0.170, -0.555], [0.531, 0.094, 0.478], [0.060, -0.147, 0.481], [0.191, 0.475, 0.996], [0.148, 0.048, -0.305], [-0.456, -0.504, -0.671], [-0.162, -0.172, 0.286], [-0.053, -0.263, -0.219], [0.126, 0.297, 0.205], [0.630, -0.599, -0.678], [-0.264, 0.678, 0.521], [-0.251, 0.112, -0.145], [1.178, 0.525, 0.046], [-0.728, -0.701, 0.161], [-0.407, 0.277, -0.180], [-0.596, 0.284, -2.000], [0.209, -0.802, 0.824], [0.498, 0.474, 1.399], [0.221, -0.373, -0.175], [-0.014, 0.097, -0.012], [-0.240, 0.005, 0.256], [-0.520, -0.329, 0.546], [0.449, 0.016, -0.317], [0.000, -0.054, -0.217], [-0.177, 0.307, -0.014], [-0.041, -0.224, 0.200], [0.146, 0.087, -0.070], [0.046, 0.341, -0.213], [0.185, -0.037, 0.085], [0.005, -0.208, 0.257], [0.000, 1.177, 0.629], [-0.191, -0.162, -0.572], [0.257, -0.747, -0.026], [-0.681, 0.645, 0.537], [-0.349, -0.335, -0.168], [0.873, -0.243, -0.361], [-0.693, 0.536, 0.008], [-0.076, 0.434, 0.096], [0.423, -0.878, 0.031], [-0.719, 0.371, 0.774], [0.435, 0.007, -0.402], [0.220, -0.260, 0.106], [-0.430, -0.060, 0.612], [0.485, 0.272, -0.320], [0.237, -0.185, -0.359], [-0.067, -1.372, -0.543], [0.430, 0.510, 0.589], [-0.465, 0.936, -0.240], [-0.154, 0.555, -1.419], [-0.062, -0.023, 0.833], [-0.096, -0.499, 0.630], [0.064, 0.163, 1.199], [-0.029, -0.292, -1.608], [0.095, 0.146, -0.054], [-0.179, 0.519, 0.022], [0.056, -0.187, -0.095], [0.102, -0.286, 0.197], [-0.840, -0.201, 0.087], [0.278, 0.292, 0.023], [0.527, -0.134, 0.083], [-1.018, 0.760, 0.543], [0.834, -1.067, -0.631], [0.022, 0.043, 0.118], [-0.577, 0.870, 0.106], [0.325, -0.324, -0.233], [0.378, -0.836, 0.271], [-0.307, 0.069, -0.477], [0.038, -0.123, 0.297], [0.298, 0.153, 0.064], [-0.410, -0.514, -0.457], [-0.145, 0.075, 0.091], [0.347, 0.383, 0.043], [-0.149, 0.885, -0.354], [0.031, -0.707, 0.310], [0.287, -0.146, 0.112], [-0.160, -0.322, -0.691], [0.161, 0.162, 0.044], [0.071, 0.152, 0.224], [0.046, -0.339, 0.772], [0.079, 0.293, -0.586], [0.042, 0.121, -0.158], [0.202, 0.365, -0.134], [-0.221, -0.090, 0.243], [0.187, -0.265, -0.133], [-0.089, 0.303, -0.052], [-0.371, 0.012, 0.251], [0.529, -0.462, -0.240], [-0.412, 0.245, 0.486], [0.415, -0.220, -0.248], [-0.104, -0.160, -0.063], [0.031, -0.169, 0.052], [-0.437, 0.587, 0.049], [0.317, -0.278, -0.249]]
}


{
  "formula": "C11H17FN2O2",
  "method": "wB97M-V/def2-TZVPD",
  "smiles": "N#CC[C@H](C#N)CCCF.CCOC(C)=O",
  "charge": 0,
  "spin_multiplicity": 1,
  "lumo_ev": 0.53,
  "de_lowest_kj_mol": 44.4,
  "gap_ev": 10.75,
  "elements": ["N", "C", "C", "C", "C", "N", "C", "C", "C", "F", "H", "H", "H", "H", "H", "H", "H", "H", "H", "C", "C", "O", "C", "C", "O", "H", "H", "H", "H", "H", "H", "H", "H"],
  "xyz": [[2.7148, 0.5239, 0.0523], [2.5157, 0.9080, -1.0125], [2.2564, 1.3167, -2.3861], [1.2385, 2.4898, -2.5207], [2.0051, 3.7257, -2.7571], [2.5808, 4.6997, -2.9465], [0.3465, 2.7380, -1.2958], [-0.7123, 1.6602, -1.0405], [-1.6890, 1.5238, -2.1977], [-2.5434, 0.4460, -1.9643], [3.2041, 1.6182, -2.8308], [1.9025, 0.4597, -2.9581], [0.6297, 2.3547, -3.4121], [0.9348, 2.8946, -0.3933], [-0.1853, 3.6740, -1.4863], [-1.2981, 1.9927, -0.1829], [-0.3034, 0.6929, -0.7593], [-2.3271, 2.4100, -2.2492], [-1.1975, 1.3624, -3.1594], [-1.2212, -3.7033, 3.8745], [-1.2194, -3.8084, 2.3635], [-1.7372, -2.6302, 1.7421], [-0.9812, -1.5476, 1.4696], [0.3999, -1.4383, 2.0679], [-1.4649, -0.6686, 0.8080], [-0.5711, -2.9006, 4.2224], [-0.8813, -4.6381, 4.3208], [-2.2275, -3.4891, 4.2340], [-0.2322, -4.0510, 1.9679], [-1.8886, -4.6073, 2.0480], [0.3270, -0.8931, 3.0085], [1.0309, -0.8731, 1.3877], [0.8856, -2.3941, 2.2479]],
  "forces_ev_per_a": [[-0.037, 0.192, -0.216], [0.014, -0.342, 0.287], [-0.236, 0.155, -0.383], [0.706, 0.520, 0.466], [-0.137, 0.011, -0.106], [0.088, 0.035, 0.018], [-0.783, -0.173, -0.214], [-0.168, 0.317, -0.080], [-0.191, -0.141, 0.448], [0.224, 0.134, -0.183], [0.027, -0.081, -0.028], [-0.024, -0.128, 0.176], [0.003, -0.201, -0.005], [0.200, -0.042, -0.091], [0.085, 0.082, 0.046], [0.068, -0.171, 0.136], [0.116, -0.053, -0.153], [0.115, 0.056, -0.204], [-0.086, -0.092, -0.031], [-0.004, 0.137, 0.024], [0.053, -0.106, 0.150], [-0.117, -0.092, -0.174], [-0.016, 0.137, 0.169], [0.175, -0.197, -0.254], [0.050, -0.115, 0.106], [0.055, -0.038, -0.010], [-0.008, -0.012, -0.012], [-0.016, -0.051, -0.015], [0.015, 0.046, 0.018], [-0.046, 0.055, -0.052], [-0.010, -0.001, 0.018], [-0.056, 0.151, 0.031], [-0.060, 0.007, 0.121]]
}


{
  "formula": "C3H7N2O",
  "method": "wB97M-V/def2-TZVPD",
  "charge": 1,
  "spin_multiplicity": 1,
  "lumo_ev": -5.46,
  "de_lowest_kj_mol": 491.9,
  "gap_ev": 9.70,
  "elements": ["C", "C", "C", "N", "N", "O", "H", "H", "H", "H", "H", "H", "H"],
  "xyz": [[-0.5403, -0.1325, 0.0039], [2.3583, -0.4362, 0.0887], [-1.9064, 0.4387, -0.0043], [0.5321, 0.9201, -0.0028], [-0.1464, -1.3045, -0.1421], [1.7973, 0.6416, -0.0757], [3.3799, -0.3296, -0.1776], [1.9769, -1.3899, 0.3811], [-2.6453, -0.1903, 0.5524], [-2.2646, 0.5833, -1.0294], [-1.9425, 1.2294, 0.7748], [0.3582, 1.9306, -0.1861], [-0.9570, -1.9607, -0.1831]],
  "forces_ev_per_a": [[1.333, 1.396, -0.874], [1.585, -1.495, -0.128], [-0.944, -0.125, 2.131], [-4.204, 0.250, 0.784], [-0.646, -1.287, 0.241], [0.643, 1.205, -0.798], [1.026, -0.035, 0.086], [-0.834, -0.027, 0.223], [0.776, -0.445, -0.940], [0.047, 0.644, 0.461], [0.078, 0.676, -1.371], [0.254, -1.329, 0.168], [0.886, 0.572, 0.017]]
}


{
  "formula": "C13H21O10Rb",
  "method": "wB97M-V/def2-TZVPD",
  "charge": 0,
  "spin_multiplicity": 1,
  "lumo_ev": -1.91,
  "de_lowest_kj_mol": 531.7,
  "gap_ev": 2.79,
  "elements": ["Rb", "C", "O", "H", "H", "H", "C", "C", "C", "O", "C", "O", "O", "H", "H", "H", "H", "H", "H", "C", "C", "C", "O", "C", "O", "O", "H", "H", "H", "H", "H", "H", "C", "C", "C", "O", "C", "O", "O", "H", "H", "H", "H", "H", "H"],
  "xyz": [[-6.6157, 4.5225, -3.2846], [-1.4526, 2.2879, -0.9607], [-2.4382, 3.2210, -0.9903], [-0.5228, 2.8397, -0.8228], [-1.6538, 1.6128, -0.1290], [-1.3295, 1.6498, -1.8358], [-2.7528, -5.2356, 0.0617], [-2.3131, -5.3265, 1.4815], [-0.8171, -5.8191, 1.6963], [-0.1645, -4.6885, 2.0956], [-0.9649, -3.6179, 2.0626], [-0.7302, -2.4218, 2.3642], [-2.2344, -3.9700, 1.9545], [-3.8125, -4.9903, -0.0087], [-2.5767, -6.2246, -0.3613], [-2.2363, -4.4945, -0.5483], [-3.1179, -5.8862, 1.9581], [-0.5692, -6.0799, 0.6674], [-0.8785, -6.6555, 2.3924], [1.6577, 2.5079, 7.9202], [1.7332, 2.1365, 6.4299], [0.8903, 3.0742, 5.5790], [2.0008, 3.7679, 4.9610], [3.1641, 3.2471, 5.0830], [4.1960, 3.6665, 4.4424], [3.0632, 2.2792, 6.0402], [1.9004, 3.5705, 7.9329], [2.5015, 2.1338, 8.4999], [0.6901, 2.2318, 8.3394], [1.5478, 1.0628, 6.4591], [0.2204, 3.7475, 6.1138], [0.3923, 2.4462, 4.8403], [-0.2191, 1.0211, -7.9499], [0.4959, 1.3703, -6.7109], [1.3128, 0.1350, -6.1106], [2.6548, 0.5030, -6.4197], [2.7020, 1.8170, -6.8069], [3.7258, 2.4273, -7.0109], [1.5339, 2.2735, -7.0556], [-0.3979, 1.8216, -8.6678], [-1.1538, 0.5762, -7.6087], [0.2856, 0.2088, -8.4730], [-0.0153, 2.0231, -6.0034], [0.9845, -0.7875, -6.5894], [1.3138, 0.0157, -5.0272]],
  "forces_ev_per_a": [[0.504, -0.156, 0.278], [-0.760, 0.948, 0.630], [-1.372, 0.623, -0.876], [0.981, -0.401, 0.214], [0.581, -0.656, 0.504], [0.047, -0.357, -0.795], [-0.113, -0.535, -1.042], [0.257, 0.902, -0.153], [-3.656, -0.924, -1.670], [1.817, 1.308, 0.373], [-0.416, 5.245, 3.084], [0.596, -4.480, -1.545], [-0.906, -1.082, -0.191], [-0.011, -0.128, 0.069], [-0.255, -0.067, -0.423], [0.355, -0.021, 0.212], [0.466, 0.106, 0.873], [0.916, -0.557, 0.332], [0.957, 0.221, 0.118], [0.809, 0.864, -0.512], [-0.592, -1.156, 3.548], [1.788, -1.572, -0.627], [-3.195, 2.592, -1.678], [5.090, 0.844, -1.553], [-4.560, -2.478, 3.376], [2.095, 0.291, -1.500], [-0.752, 0.424, 0.378], [-0.256, -0.786, -0.104], [0.123, 0.301, 0.148], [-0.554, 0.007, -1.049], [0.330, 0.005, -0.142], [-0.319, 0.661, -0.316], [-1.192, -1.163, -0.403], [1.260, 0.236, 1.049], [-0.479, 1.356, 0.212], [0.141, 0.137, -0.234], [3.686, -0.528, -0.720], [-0.938, -0.888, 0.584], [-1.188, 1.363, -0.494], [-0.025, 0.167, 0.417], [-0.412, 0.076, -0.373], [0.261, 0.119, -0.115], [-0.878, -0.967, 0.243], [0.400, -0.001, -0.106], [-0.632, 0.109, -0.020]]
}